[1]
{"formula": "C52H71GeKN4O6P2", "method": "ωB97M-V/def2-TZVPD", "s2": 0.765, "orbital_gap_ev": [5.0, 5.0], "spin_multiplicity": 2, "charge": -1, "e_above_lowest_ev": 1.165, "molar_mass_da": 1021.82, "homo_ev": [-3.19, -3.20], "elements": ["K", "C", "C", "C", "N", "C", "C", "C", "C", "C", "C", "C", "N", "C", "C", "C", "N", "C", "C", "C", "C", "C", "C", "C", "N", "C", "C", "H", "H", "H", "H", "H", "H", "H", "H", "H", "H", "H", "H", "H", "H", "H", "H", "H", "H", "H", "H", "H", "H", "H", "H", "H", "H", "C", "C", "C", "O", "P", "O", "C", "P", "O", "O", "C", "C", "C", "O", "C", "C", "C", "O", "C", "C", "C", "H", "H", "H", "H", "H", "H", "H", "H", "H", "H", "H", "H", "H", "H", "H", "H", "H", "H", "H", "H", "H", "H", "H", "H", "H", "H", "H", "H", "H", "H", "C", "Ge", "C", "C", "C", "C", "C", "C", "C", "C", "C", "C", "C", "C", "C", "C", "C", "C", "H", "H", "H", "H", "H", "H", "H", "H", "H", "H", "H", "H", "H", "H", "H"], "positions_angstrom": [[1.45, 0.06, 0.35], [1.35, 0.30, 3.90], [1.91, 1.52, 3.19], [3.37, 1.35, 2.77], [3.49, 0.18, 1.94], [4.62, -0.13, 1.39], [5.80, 0.68, 1.46], [7.12, 0.38, 1.21], [7.71, -0.85, 0.95], [7.03, -2.06, 0.76], [5.69, -2.29, 0.58], [4.57, -1.40, 0.59], [3.43, -1.64, 0.03], [3.25, -2.81, -0.79], [1.77, -3.05, -1.13], [1.00, -3.84, -0.05], [0.30, -2.95, 0.83], [-0.20, -3.35, 1.97], [-0.13, -4.71, 2.41], [-0.54, -5.33, 3.57], [-1.20, -4.83, 4.68], [-1.61, -3.52, 4.86], [-1.45, -2.43, 4.04], [-0.81, -2.24, 2.77], [-0.68, -1.08, 2.21], [-1.01, 0.14, 2.90], [-0.15, 0.39, 4.16], [1.56, -0.58, 3.28], [1.87, 0.16, 4.85], [1.32, 1.70, 2.29], [1.83, 2.40, 3.84], [3.69, 2.26, 2.23], [4.01, 1.27, 3.67], [5.61, 1.71, 1.74], [7.81, 1.21, 1.30], [8.80, -0.88, 0.90], [7.67, -2.94, 0.67], [5.43, -3.33, 0.37], [3.82, -2.69, -1.72], [3.63, -3.73, -0.31], [1.28, -2.07, -1.25], [1.72, -3.60, -2.07], [0.30, -4.54, -0.53], [1.73, -4.44, 0.51], [0.37, -5.37, 1.71], [-0.32, -6.40, 3.60], [-1.43, -5.54, 5.48], [-2.16, -3.32, 5.78], [-1.92, -1.53, 4.42], [-0.85, 0.96, 2.19], [-2.08, 0.20, 3.19], [-0.41, 1.38, 4.56], [-0.42, -0.34, 4.91], [-2.94, 1.16, -4.03], [-1.69, 1.06, -3.18], [-0.47, 0.66, -3.99], [-1.48, 2.37, -2.59], [-0.58, 2.54, -1.29], [-0.26, 1.28, -0.61], [0.82, 3.56, -1.84], [2.20, 3.16, -0.73], [2.60, 1.76, -0.86], [1.70, 3.56, 0.71], [1.73, 4.89, 1.26], [0.48, 5.06, 2.11], [3.00, 5.08, 2.07], [3.34, 4.26, -0.93], [4.21, 4.49, -2.05], [4.23, 3.35, -3.05], [3.82, 5.81, -2.69], [-1.38, 3.62, -0.42], [-2.73, 3.24, -0.02], [-2.89, 3.47, 1.47], [-3.73, 4.03, -0.85], [-3.13, 0.20, -4.51], [-2.82, 1.93, -4.79], [-3.80, 1.42, -3.41], [-1.83, 0.33, -2.38], [-0.27, 1.41, -4.77], [-0.65, -0.30, -4.46], [0.40, 0.57, -3.34], [0.55, 4.62, -1.81], [1.07, 3.27, -2.86], [1.72, 5.62, 0.44], [0.45, 4.28, 2.86], [-0.41, 4.99, 1.49], [0.51, 6.04, 2.60], [2.93, 4.51, 3.00], [3.13, 6.14, 2.31], [3.86, 4.73, 1.51], [5.20, 4.59, -1.61], [3.31, 3.34, -3.65], [4.33, 2.39, -2.54], [5.07, 3.48, -3.73], [2.83, 5.73, -3.16], [4.55, 6.09, -3.46], [3.78, 6.60, -1.94], [-2.87, 2.18, -0.22], [-2.76, 4.52, 1.71], [-2.14, 2.88, 2.00], [-3.88, 3.15, 1.79], [-3.64, 5.10, -0.64], [-4.74, 3.71, -0.60], [-3.56, 3.86, -1.91], [-3.26, -0.35, 0.16], [-2.01, -1.91, -0.25], [-3.08, -3.45, 0.49], [-2.96, -4.70, -0.12], [-3.61, -5.81, 0.38], [-4.38, -5.71, 1.53], [-4.51, -4.47, 2.15], [-3.87, -3.36, 1.63], [-2.50, -2.30, -2.25], [-1.47, -2.60, -3.10], [-1.65, -2.77, -4.49], [-2.88, -2.59, -5.05], [-4.00, -2.31, -4.22], [-5.30, -2.18, -4.77], [-6.38, -1.99, -3.96], [-6.22, -1.94, -2.56], [-4.97, -2.05, -2.01], [-3.81, -2.20, -2.81], [-4.11, -0.65, 0.78], [-3.64, 0.12, -0.75], [-2.68, 0.38, 0.73], [-2.36, -4.79, -1.02], [-3.52, -6.77, -0.12], [-4.85, -6.59, 1.96], [-5.10, -4.39, 3.06], [-4.00, -2.40, 2.11], [-0.47, -2.71, -2.69], [-0.80, -3.03, -5.12], [-3.03, -2.68, -6.12], [-5.43, -2.26, -5.84], [-7.38, -1.90, -4.39], [-7.09, -1.85, -1.93], [-4.85, -2.05, -0.94]], "mulliken_spin": [-0.11, -0.01, 0.00, 0.00, 0.00, 0.00, 0.00, 0.00, 0.00, 0.00, 0.00, 0.00, 0.00, 0.00, 0.02, -0.01, 0.20, -0.08, 0.09, -0.04, 0.09, -0.04, 0.09, -0.03, 0.10, -0.02, 0.01, 0.00, 0.00, 0.00, 0.00, 0.00, 0.00, 0.00, 0.00, 0.00, 0.00, 0.00, 0.00, 0.00, 0.03, 0.00, -0.01, 0.01, 0.02, 0.00, 0.01, 0.00, 0.02, 0.01, 0.00, 0.00, 0.00, 0.00, -0.07, 0.01, 0.00, 0.00, -0.10, 0.00, 0.00, -0.01, 0.00, 0.00, 0.00, 0.00, 0.00, 0.00, 0.00, 0.00, 0.00, -0.01, 0.00, 0.00, 0.00, 0.00, 0.00, 0.07, 0.00, 0.00, 0.00, 0.00, 0.00, 0.00, 0.00, 0.00, 0.00, 0.00, 0.00, 0.00, 0.00, 0.00, 0.00, 0.00, 0.00, 0.00, 0.00, 0.01, 0.00, 0.00, 0.00, 0.00, 0.00, 0.00, 0.14, 0.30, 0.06, 0.01, -0.01, 0.02, -0.01, 0.01, 0.19, 0.14, 0.02, 0.00, 0.01, 0.00, 0.00, -0.01, 0.01, 0.03, 0.01, -0.03, -0.03, 0.00, 0.00, 0.00, 0.00, 0.01, -0.08, 0.00, 0.00, 0.00, 0.00, 0.00, -0.01]}

=====

[2]
{"formula": "C52H73N4OPS2ScSeTe", "method": "ωB97M-V/def2-TZVPD", "orbital_gap_ev": 5.5, "charge": 1, "e_above_lowest_ev": 0.120, "molar_mass_da": 1116.81, "homo_ev": -8.20, "elements": ["Sc", "C", "C", "N", "C", "C", "S", "C", "C", "S", "C", "N", "C", "H", "H", "H", "H", "H", "H", "H", "H", "C", "C", "C", "C", "C", "C", "C", "N", "C", "C", "C", "C", "C", "C", "C", "N", "C", "C", "C", "C", "H", "H", "H", "H", "H", "H", "H", "H", "H", "H", "H", "H", "H", "H", "H", "H", "H", "H", "H", "H", "H", "H", "H", "H", "Se", "C", "Te", "C", "C", "C", "C", "C", "C", "C", "H", "H", "H", "H", "H", "H", "H", "H", "O", "P", "C", "C", "C", "C", "C", "C", "C", "C", "C", "C", "C", "C", "C", "C", "C", "C", "C", "C", "H", "H", "H", "H", "H", "H", "H", "H", "H", "H", "H", "H", "H", "H", "H", "H", "H", "H", "H", "H", "H", "H", "H", "H", "H", "H", "H", "H", "H", "H", "H", "H", "H"], "positions_angstrom": [[1.76, -0.12, 0.04], [4.14, -1.57, 2.34], [4.23, -0.10, 2.18], [3.39, 0.63, 1.48], [3.76, 1.96, 1.46], [4.87, 2.25, 2.18], [5.49, 0.82, 2.88], [3.06, 2.89, 0.56], [3.04, 4.24, 0.67], [2.30, 4.91, -0.71], [2.04, 3.34, -1.35], [2.46, 2.38, -0.58], [1.41, 3.17, -2.69], [4.16, -2.02, 1.34], [3.19, -1.85, 2.80], [4.96, -1.95, 2.94], [5.38, 3.19, 2.28], [3.42, 4.85, 1.47], [2.02, 3.65, -3.46], [0.42, 3.62, -2.73], [1.32, 2.11, -2.93], [-2.79, 5.21, 2.68], [-3.24, 3.86, 2.11], [-3.88, 3.02, 3.22], [-4.28, 4.11, 1.01], [-2.03, 3.10, 1.59], [-0.91, 2.90, 2.40], [0.15, 2.15, 1.93], [0.16, 1.58, 0.72], [-0.88, 1.79, -0.08], [-1.98, 2.53, 0.32], [-0.80, 1.15, -1.43], [-1.68, 1.48, -2.44], [-1.59, 0.85, -3.69], [-0.61, -0.12, -3.82], [0.24, -0.40, -2.76], [0.17, 0.23, -1.59], [-2.57, 1.23, -4.80], [-3.97, 0.77, -4.38], [-2.56, 2.75, -4.99], [-2.20, 0.57, -6.12], [-3.67, 5.77, 3.02], [-2.28, 5.81, 1.93], [-2.13, 5.10, 3.54], [-4.77, 3.52, 3.60], [-3.19, 2.87, 4.05], [-4.18, 2.04, 2.84], [-5.09, 4.71, 1.42], [-4.71, 3.18, 0.64], [-3.85, 4.67, 0.17], [-0.86, 3.31, 3.40], [1.02, 1.98, 2.55], [-2.82, 2.64, -0.34], [-2.43, 2.24, -2.28], [-0.48, -0.66, -4.75], [1.02, -1.14, -2.84], [-4.29, 1.25, -3.46], [-4.00, -0.31, -4.23], [-4.69, 1.02, -5.16], [-2.91, 3.29, -4.11], [-3.21, 3.02, -5.82], [-1.55, 3.11, -5.22], [-2.21, -0.52, -6.06], [-1.21, 0.89, -6.47], [-2.93, 0.86, -6.88], [2.98, -1.77, -1.18], [4.36, 0.99, -3.49], [5.43, 1.33, -1.67], [6.94, 0.33, -2.81], [6.71, 0.79, -4.22], [7.72, 0.91, -5.17], [7.44, 1.39, -6.44], [6.15, 1.77, -6.77], [5.13, 1.64, -5.83], [5.40, 1.14, -4.56], [3.52, 1.67, -3.61], [3.98, -0.04, -3.42], [6.75, -0.74, -2.70], [7.94, 0.55, -2.44], [8.73, 0.63, -4.90], [8.23, 1.49, -7.16], [5.93, 2.17, -7.75], [4.12, 1.94, -6.08], [0.57, -1.31, 1.34], [-0.30, -2.36, 2.02], [-0.62, -1.77, 3.73], [-0.70, -0.24, 3.75], [-1.08, 0.23, 5.16], [-2.52, -0.20, 5.51], [-2.95, -1.44, 4.72], [-1.78, -2.41, 4.54], [-1.77, -2.62, 0.98], [-2.96, -3.42, 1.53], [-4.07, -3.43, 0.47], [-4.65, -2.02, 0.26], [-3.69, -0.93, 0.74], [-2.24, -1.27, 0.37], [0.62, -3.92, 2.22], [1.40, -4.27, 0.94], [1.88, -5.72, 1.03], [0.70, -6.70, 0.99], [-0.57, -6.07, 1.57], [-0.21, -5.13, 2.73], [0.32, -2.05, 4.22], [-1.45, 0.12, 3.04], [0.26, 0.17, 3.45], [-0.97, 1.31, 5.24], [-0.37, -0.22, 5.87], [-3.21, 0.62, 5.29], [-2.59, -0.40, 6.58], [-3.32, -1.14, 3.74], [-3.77, -1.94, 5.23], [-2.14, -3.34, 4.09], [-1.40, -2.68, 5.53], [-1.32, -3.20, 0.16], [-3.34, -2.97, 2.44], [-2.67, -4.44, 1.76], [-4.85, -4.12, 0.78], [-3.65, -3.81, -0.46], [-5.60, -1.92, 0.81], [-4.88, -1.86, -0.79], [-3.77, -0.78, 1.81], [-3.95, 0.03, 0.28], [-1.58, -0.46, 0.69], [-2.17, -1.32, -0.72], [1.34, -3.65, 3.00], [2.23, -3.59, 0.81], [0.77, -4.15, 0.05], [2.44, -5.84, 1.97], [2.58, -5.92, 0.22], [0.95, -7.60, 1.54], [0.51, -7.00, -0.04], [-1.26, -6.84, 1.91], [-1.09, -5.50, 0.79], [0.39, -5.68, 3.45], [-1.11, -4.81, 3.26]], "lowdin_charge": [0.44, -0.08, -0.62, -0.01, -0.39, -0.33, 1.13, -0.39, -0.32, 1.11, -0.62, 0.03, -0.06, 0.02, 0.08, 0.08, 0.09, 0.09, 0.09, 0.08, 0.06, -0.04, -0.55, -0.03, -0.05, -0.13, 0.01, -0.11, 0.06, -0.20, 0.06, -0.22, 0.04, -0.14, 0.03, -0.12, 0.03, -0.55, -0.03, -0.04, -0.06, 0.09, 0.10, 0.08, 0.10, 0.08, 0.09, 0.09, 0.08, 0.09, 0.12, 0.12, 0.10, 0.11, 0.12, 0.02, 0.08, 0.09, 0.09, 0.08, 0.09, 0.09, 0.09, 0.10, 0.09, 0.09, -0.43, 1.25, -0.42, -0.31, -0.04, -0.09, -0.09, -0.05, -0.30, 0.03, 0.01, 0.06, 0.05, 0.11, 0.10, 0.10, 0.11, -0.42, 0.88, -0.31, -0.21, -0.17, -0.18, -0.19, -0.17, -0.29, -0.18, -0.17, -0.17, -0.19, -0.17, -0.34, -0.22, -0.18, -0.18, -0.20, -0.17, 0.12, 0.11, 0.09, 0.10, 0.12, 0.10, 0.11, 0.08, 0.12, 0.07, 0.13, 0.12, 0.10, 0.09, 0.11, 0.12, 0.11, 0.11, 0.09, 0.11, 0.07, 0.12, 0.12, 0.02, 0.11, 0.12, 0.12, 0.11, 0.11, 0.12, 0.10, 0.12, 0.08]}

=====

[3]
{"formula": "C52H74As3BrN5O3PbSb2", "method": "ωB97M-V/def2-TZVPD", "orbital_gap_ev": 5.6, "charge": 3, "e_above_lowest_ev": 0.000, "molar_mass_da": 1572.59, "homo_ev": -14.28, "elements": ["Pb", "O", "C", "C", "C", "C", "C", "C", "C", "O", "N", "N", "C", "C", "Br", "C", "C", "C", "C", "C", "C", "C", "H", "H", "H", "H", "H", "H", "H", "H", "H", "H", "H", "H", "H", "H", "C", "Sb", "C", "C", "C", "C", "C", "C", "C", "C", "C", "Sb", "C", "C", "H", "H", "H", "H", "H", "H", "H", "H", "H", "H", "H", "H", "H", "H", "H", "H", "H", "H", "H", "H", "C", "As", "C", "C", "C", "C", "C", "As", "C", "C", "C", "As", "C", "C", "H", "H", "H", "H", "H", "H", "H", "H", "H", "H", "H", "H", "H", "H", "H", "H", "H", "H", "H", "H", "H", "H", "H", "H", "H", "H", "H", "C", "C", "C", "C", "C", "N", "C", "O", "N", "C", "C", "C", "C", "N", "C", "C", "C", "H", "H", "H", "H", "H", "H", "H", "H", "H", "H", "H", "H", "H"], "positions_angstrom": [[0.92, 0.12, 0.13], [-1.64, -3.00, -4.02], [-2.88, -2.48, -3.81], [-3.91, -3.03, -4.56], [-5.22, -2.62, -4.37], [-5.51, -1.64, -3.42], [-4.48, -1.07, -2.71], [-3.15, -1.46, -2.89], [-2.04, -0.79, -2.11], [-1.79, -1.32, -0.82], [-2.36, 0.63, -2.04], [-1.41, 1.43, -1.49], [-1.30, 2.63, -1.92], [-0.45, 3.64, -1.31], [0.36, 3.15, 0.37], [-0.23, 4.83, -1.86], [0.53, 5.99, -1.38], [0.54, 6.39, -0.04], [1.25, 7.52, 0.34], [1.97, 8.24, -0.60], [1.97, 7.85, -1.93], [1.24, 6.74, -2.32], [-0.99, -2.61, -3.43], [-3.66, -3.79, -5.29], [-6.01, -3.05, -4.97], [-6.53, -1.32, -3.26], [-4.69, -0.26, -2.01], [-1.09, -0.90, -2.65], [-2.77, 0.98, -2.91], [-1.90, 2.98, -2.76], [-0.68, 4.96, -2.84], [-0.06, 5.86, 0.69], [1.22, 7.84, 1.38], [2.52, 9.12, -0.29], [2.52, 8.42, -2.66], [1.22, 6.45, -3.37], [-2.81, -4.21, -0.73], [-3.28, -2.32, 0.16], [-1.99, -2.53, 1.86], [-5.84, -1.97, 1.63], [-5.48, -1.57, 2.89], [-5.29, -2.57, 3.90], [-5.13, -2.22, 5.20], [-5.12, -0.85, 5.55], [-5.23, 0.14, 4.60], [-5.40, -0.16, 3.25], [-5.44, 0.90, 2.26], [-3.34, 1.25, 1.47], [-4.09, 2.83, 0.22], [-2.86, 2.57, 3.11], [-3.48, -4.98, -0.33], [-1.78, -4.48, -0.48], [-2.93, -4.15, -1.81], [-2.12, -3.53, 2.28], [-2.23, -1.78, 2.62], [-0.96, -2.40, 1.52], [-5.98, -3.03, 1.43], [-6.19, -1.30, 0.86], [-5.33, -3.61, 3.61], [-5.02, -2.98, 5.97], [-5.01, -0.58, 6.60], [-5.22, 1.18, 4.91], [-5.70, 1.87, 2.68], [-5.99, 0.68, 1.35], [-4.86, 3.38, 0.75], [-4.49, 2.43, -0.71], [-3.27, 3.52, -0.01], [-3.70, 3.24, 3.30], [-1.99, 3.16, 2.84], [-2.64, 2.00, 4.01], [1.29, -1.02, 4.23], [1.85, 0.31, 2.92], [1.04, 1.89, 3.72], [3.72, 0.46, 3.51], [4.72, 1.27, 2.67], [6.07, 1.18, 3.39], [4.94, 0.63, 1.28], [3.69, 0.93, -0.20], [4.09, 2.70, -0.90], [4.69, -0.14, -1.48], [4.26, 2.72, 2.48], [3.94, 4.05, 3.96], [4.70, 3.31, 5.61], [5.46, 5.20, 3.54], [1.74, -0.77, 5.19], [1.59, -2.02, 3.95], [0.20, -0.99, 4.33], [1.35, 1.97, 4.76], [-0.05, 1.80, 3.67], [1.34, 2.79, 3.19], [4.08, -0.56, 3.63], [3.65, 0.91, 4.50], [6.47, 0.17, 3.33], [5.98, 1.44, 4.44], [6.80, 1.86, 2.93], [4.99, -0.46, 1.37], [5.90, 0.96, 0.88], [5.17, 2.87, -0.85], [3.57, 3.49, -0.36], [3.78, 2.73, -1.95], [5.73, 0.18, -1.44], [4.32, -0.01, -2.50], [4.63, -1.20, -1.21], [3.29, 2.69, 1.95], [4.96, 3.23, 1.81], [4.18, 2.42, 5.96], [4.55, 4.09, 6.36], [5.77, 3.12, 5.53], [5.35, 5.65, 2.55], [6.39, 4.63, 3.57], [5.52, 6.00, 4.27], [7.11, -2.03, 1.29], [5.86, -2.87, 1.25], [4.96, -2.88, 2.31], [3.82, -3.68, 2.28], [3.58, -4.51, 1.20], [2.42, -5.33, 1.25], [1.69, -5.97, 0.29], [0.91, -6.86, 0.55], [1.85, -5.56, -1.05], [1.89, -4.27, -1.55], [2.09, -4.05, -2.91], [2.14, -2.75, -3.40], [1.97, -1.70, -2.52], [1.76, -1.90, -1.22], [1.71, -3.14, -0.74], [4.49, -4.54, 0.15], [5.61, -3.72, 0.18], [7.06, -1.26, 2.07], [7.30, -1.54, 0.33], [7.98, -2.65, 1.50], [5.16, -2.27, 3.19], [3.14, -3.69, 3.12], [2.18, -5.67, 2.17], [1.63, -6.29, -1.71], [2.22, -4.89, -3.59], [2.30, -2.56, -4.45], [2.00, -0.67, -2.86], [1.51, -3.25, 0.32], [4.36, -5.23, -0.68], [6.32, -3.76, -0.64]], "lowdin_charge": [0.91, 0.08, -0.28, 0.01, -0.04, -0.07, -0.09, -0.17, -0.43, -0.49, -0.01, -0.06, -0.21, -0.56, 0.74, -0.06, -0.24, -0.07, -0.06, -0.05, -0.06, -0.03, 0.08, 0.13, 0.12, 0.11, 0.10, 0.13, 0.14, 0.15, 0.14, 0.08, 0.11, 0.12, 0.12, 0.12, -0.25, 1.48, -0.30, 0.07, -0.27, -0.01, -0.04, 0.02, -0.02, -0.25, -0.26, 1.33, -0.31, -0.33, 0.02, 0.01, 0.00, 0.02, -0.02, -0.02, 0.09, 0.07, 0.13, 0.12, 0.13, 0.13, 0.08, 0.06, 0.02, 0.00, 0.00, 0.02, -0.02, 0.00, -0.27, 1.02, -0.30, -0.31, -0.65, -0.03, -0.32, 1.04, -0.27, -0.27, -0.38, 1.13, -0.34, -0.33, 0.05, 0.01, 0.03, 0.05, 0.01, -0.03, 0.06, 0.07, 0.07, 0.07, 0.11, 0.05, 0.10, 0.05, 0.01, 0.04, 0.05, 0.03, 0.02, 0.00, 0.07, 0.01, 0.03, 0.02, 0.02, 0.03, 0.03, -0.03, -0.28, -0.05, -0.02, -0.25, 0.14, -0.51, 0.11, 0.15, -0.22, 0.04, -0.02, -0.20, -0.11, -0.08, -0.01, -0.02, 0.05, 0.08, 0.10, 0.11, 0.11, 0.16, 0.16, 0.14, 0.13, 0.11, 0.11, 0.12, 0.13]}

=====

| no. | DFT total energy (a.u.) |
| --- | --- |
| 1 | -6054.26847 |
| 2 | -6887.53247 |
| 3 | -12479.13065 |